Entry 1:
The following is a DFT calculation (ωB97M-V/def2-TZVPD) of the molecule CN4O3.

The structure (SMILES) is O=[N+]([O-])c1nnon1. As for the max |F|: 0.0484 hartree/bohr. Its HOMO energy is -12.27 eV. The value obtained for the energy above the lowest of the compared OMol25 structures with the same formula, charge and spin is 45.3 kJ/mol. Its frontier orbital gap is 10.8656 eV.

Each line ends with the Mulliken charge.
Atoms and positions in Å:
1 C -0.0499 -0.0317 -0.0445  0.42
2 N 0.2669 1.3748 0.1771  0.92
3 N 0.4990 -0.8000 -1.0457  -0.10
4 N 0.0747 -1.9438 -0.8534  -0.09
5 N -0.7589 -0.6945 0.8115  -0.13
6 O -0.3975 1.8936 1.0628  -0.50
7 O 1.0737 1.8672 -0.5303  -0.50
8 O -0.7102 -1.9314 0.2976  -0.01

Entry 2:
The following is a DFT calculation (ωB97M-V/def2-TZVPD) of the molecule CN4O4.

The structure (SMILES) is N#CN([N+](=O)[O-])[N+](=O)[O-]. As for the max |F|: 0.0535 hartree/bohr. Its HOMO energy is -11.48 eV. The value obtained for the energy above the lowest of the compared OMol25 structures with the same formula, charge and spin is 189.0 kJ/mol. Its frontier orbital gap is 10.2790 eV.

Each line ends with the Mulliken charge.
Atoms and positions in Å:
1 C -1.1631 0.5792 -0.5122  0.41
2 N -2.1012 1.1405 -0.8757  -0.40
3 N -0.0912 -0.0186 -0.0595  -0.23
4 N 0.0519 0.3046 1.4305  1.11
5 N 0.8916 -0.7429 -1.0485  1.09
6 O 1.0037 -0.1411 1.9780  -0.53
7 O -0.9084 0.8395 1.8240  -0.49
8 O 0.5689 -0.6239 -2.2221  -0.48
9 O 1.7477 -1.3372 -0.5145  -0.48